No. 1
ORCA calculation (ωB97M-V/def2-TZVPD) on 10 unconnected molecules or ions with the total composition C54H119F10N10O8PS4 in a non-equilibrium geometry.

Results
Energy: -168977.1352 eV
E_HOMO: -11.93 eV
Net charge: +4
Orbital gap: 6.1 eV
Spin multiplicity: 1
Strongest force on any atom: 0.2641 Eh/bohr
ΔE to the lowest compared entry with this formula, charge and spin: 129.44 kcal per mole

Geometry as XYZ:
```
206
Properties=species:S:1:pos:R:3:lowdin_charge:R:1
C -5.837 7.330 -0.530 -0.072
C -7.016 7.651 -1.448 -0.159
N -6.509 7.853 -2.824 -0.022
C -5.460 7.189 -3.481 0.018
C -5.359 7.714 -4.750 -0.036
N -6.248 8.685 -4.916 -0.140
C -7.025 8.777 -3.777 0.086
C -6.359 9.560 -5.980 0.000
H -6.193 7.152 0.484 0.092
H -5.136 8.163 -0.575 0.095
H -5.301 6.402 -0.729 0.077
H -7.487 8.565 -1.086 0.131
H -7.724 6.830 -1.327 0.128
H -4.791 6.515 -2.966 0.133
H -4.644 7.380 -5.487 0.145
H -7.909 9.350 -3.541 0.165
H -6.281 8.997 -6.910 0.120
H -5.529 10.258 -5.872 0.123
H -7.286 10.107 -5.810 0.117
C 3.344 3.014 9.728 -0.091
C 2.028 2.725 8.952 -0.224
C 0.740 2.490 9.728 -0.109
N -0.439 2.258 8.758 -0.259
C -0.396 0.935 8.041 0.044
C -0.577 3.463 7.860 -0.096
C -2.093 3.536 7.559 -0.120
C -2.821 2.722 8.656 -0.116
C -1.697 2.278 9.624 -0.103
H 3.367 3.932 10.315 0.077
H 4.215 3.087 9.076 0.079
H 3.561 2.295 10.518 0.074
H 2.358 1.859 8.378 0.105
H 1.969 3.606 8.314 0.109
H 0.521 3.255 10.472 0.139
H 0.849 1.612 10.364 0.139
H -0.468 0.086 8.722 0.116
H 0.582 0.913 7.561 0.098
H -1.147 0.935 7.251 0.117
H 0.003 3.286 6.955 0.141
H -0.201 4.357 8.357 0.142
H -2.145 3.123 6.552 0.116
H -2.356 4.591 7.482 0.124
H -3.218 1.811 8.208 0.110
H -3.620 3.216 9.210 0.124
H -1.898 1.309 10.080 0.133
H -1.581 2.950 10.474 0.132
C 2.208 3.007 -7.692 -0.101
C 2.722 4.371 -7.247 -0.220
C 3.533 4.975 -8.423 -0.139
N 4.140 6.325 -8.091 -0.199
C 5.350 6.233 -7.079 0.063
C 3.165 7.404 -7.525 -0.103
C 3.702 8.783 -7.853 -0.136
C 4.449 8.503 -9.184 -0.156
C 4.622 7.025 -9.416 -0.078
H 3.086 2.409 -7.937 0.074
H 1.637 3.032 -8.620 0.083
H 1.719 2.376 -6.950 0.084
H 3.276 4.425 -6.309 0.113
H 1.794 4.934 -7.147 0.105
H 2.972 4.856 -9.350 0.134
H 4.354 4.306 -8.681 0.132
H 4.969 5.954 -6.096 0.101
H 5.884 7.183 -7.085 0.110
H 6.067 5.461 -7.356 0.105
H 2.907 7.281 -6.473 0.137
H 2.222 7.270 -8.055 0.136
H 4.349 9.261 -7.117 0.119
H 2.928 9.539 -7.988 0.126
H 5.373 9.081 -9.145 0.121
H 3.983 8.963 -10.055 0.122
H 5.641 6.667 -9.562 0.133
H 4.066 6.726 -10.304 0.132
C -6.660 -3.950 -6.940 -0.081
C -6.374 -2.472 -6.921 -0.244
C -7.169 -1.804 -5.778 -0.092
N -6.890 -0.291 -5.748 -0.237
C -5.463 0.116 -5.855 0.003
C -7.686 0.449 -6.880 -0.086
C -8.528 1.525 -6.178 -0.179
C -8.829 0.986 -4.808 -0.140
C -7.541 0.247 -4.440 -0.068
H -6.352 -4.343 -7.909 0.083
H -7.713 -4.226 -6.906 0.093
H -5.979 -4.359 -6.194 0.093
H -6.671 -1.936 -7.823 0.107
H -5.307 -2.256 -6.976 0.108
H -6.901 -2.188 -4.793 0.139
H -8.255 -1.792 -5.872 0.141
H -5.057 -0.049 -6.853 0.105
H -4.879 -0.361 -5.068 0.124
H -5.483 1.189 -5.665 0.106
H -7.113 0.909 -7.686 0.131
H -8.314 -0.261 -7.418 0.129
H -7.872 2.385 -6.320 0.113
H -9.427 1.874 -6.685 0.130
H -8.992 1.890 -4.220 0.126
H -9.782 0.464 -4.897 0.132
H -6.802 0.906 -3.984 0.132
H -7.737 -0.552 -3.726 0.134
C 2.121 -11.418 -4.204 -0.091
C 1.543 -10.057 -4.556 -0.220
C 1.424 -9.187 -3.332 -0.116
N 1.781 -7.679 -3.437 -0.199
C 0.976 -6.971 -4.572 0.041
C 3.281 -7.448 -3.653 -0.127
C 3.684 -6.257 -2.855 -0.185
C 2.919 -6.462 -1.606 -0.171
C 1.522 -6.921 -2.058 -0.036
H 2.801 -11.341 -3.356 0.070
H 2.779 -11.930 -4.907 0.085
H 1.404 -12.187 -3.920 0.087
H 0.592 -10.158 -5.079 0.124
H 2.272 -9.620 -5.237 0.110
H 2.136 -9.564 -2.598 0.121
H 0.423 -9.135 -2.904 0.141
H -0.052 -6.938 -4.212 0.109
H 1.096 -7.354 -5.585 0.107
H 1.254 -5.917 -4.604 0.099
H 3.527 -7.366 -4.712 0.137
H 3.840 -8.316 -3.303 0.139
H 3.385 -5.352 -3.384 0.125
H 4.754 -6.229 -2.651 0.136
H 2.877 -5.546 -1.018 0.128
H 3.489 -7.127 -0.957 0.126
H 0.773 -6.137 -2.173 0.134
H 1.105 -7.602 -1.316 0.128
C 10.938 -1.532 4.773 -0.066
C 10.560 -0.536 3.665 -0.253
C 10.345 0.867 4.063 -0.139
N 9.649 1.735 3.015 -0.223
C 10.520 1.905 1.699 0.068
C 8.264 1.172 2.582 -0.104
C 7.286 2.281 2.777 -0.157
C 8.094 3.548 2.888 -0.154
C 9.314 3.108 3.647 -0.093
H 10.159 -1.433 5.528 0.075
H 11.918 -1.453 5.245 0.091
H 10.821 -2.499 4.283 0.083
H 9.800 -0.839 2.944 0.111
H 11.483 -0.580 3.087 0.115
H 11.260 1.428 4.254 0.147
H 9.623 1.030 4.864 0.133
H 9.953 2.534 1.013 0.103
H 10.634 0.952 1.181 0.100
H 11.487 2.257 2.059 0.109
H 8.287 0.841 1.543 0.131
H 8.022 0.310 3.204 0.127
H 6.629 2.331 1.909 0.133
H 6.717 2.060 3.680 0.129
H 8.386 3.945 1.916 0.121
H 7.593 4.367 3.404 0.138
H 10.158 3.765 3.436 0.138
H 9.159 3.055 4.725 0.140
C -4.717 -6.019 6.842 -0.061
C -3.673 -6.962 7.569 -0.190
C -2.659 -7.452 6.514 -0.120
N -2.043 -8.830 6.809 -0.228
C -1.110 -9.163 5.626 0.029
C -3.101 -9.985 6.939 -0.050
C -3.196 -10.198 8.444 -0.152
C -1.778 -9.896 8.949 -0.157
C -1.288 -8.794 8.138 -0.130
H -5.129 -6.464 5.936 0.080
H -4.182 -5.130 6.510 0.074
H -5.540 -5.715 7.489 0.078
H -4.123 -7.825 8.060 0.083
H -3.202 -6.503 8.438 0.107
H -1.805 -6.776 6.479 0.130
H -2.976 -7.554 5.476 0.137
H -0.607 -8.219 5.415 0.101
H -1.807 -9.466 4.845 0.109
H -0.362 -9.947 5.752 0.112
H -2.678 -10.831 6.399 0.135
H -4.118 -9.709 6.663 0.142
H -3.441 -11.220 8.732 0.129
H -3.980 -9.628 8.943 0.112
H -1.160 -10.785 8.819 0.131
H -1.852 -9.584 9.991 0.135
H -0.206 -8.745 8.012 0.141
H -1.490 -7.836 8.618 0.122
N 2.906 10.285 2.197 -0.245
S 2.707 9.747 0.644 0.524
O 1.371 9.614 0.085 -0.291
O 3.679 8.811 0.175 -0.296
F 3.245 11.016 -0.123 -0.193
S 2.049 9.310 2.808 0.345
O 2.419 7.910 2.837 -0.309
O 0.608 9.610 2.903 -0.324
F 2.470 9.676 4.285 -0.212
N -1.838 1.616 -0.686 -0.283
S -0.385 1.852 -0.283 0.392
O 0.682 1.148 -0.964 -0.323
O -0.122 2.305 1.044 -0.299
F -0.224 3.274 -1.052 -0.242
S -2.139 0.371 0.463 0.585
O -3.170 0.724 1.429 -0.306
O -0.960 -0.388 0.972 -0.334
F -2.846 -0.658 -0.484 -0.189
P -5.944 -7.682 -0.569 0.202
F -5.087 -6.715 -1.606 -0.232
F -5.451 -8.853 -1.645 -0.234
F -4.528 -7.992 0.246 -0.237
F -6.568 -8.783 0.444 -0.171
F -6.296 -6.379 0.364 -0.181
F -7.247 -7.555 -1.468 -0.147
```

=====

No. 2
ORCA calculation (ωB97M-V/def2-TZVPD) on 10 unconnected molecules or ions with the total composition C54H123N7O10 in a non-equilibrium geometry.

Results
Energy: -88886.4790 eV
E_HOMO: -8.08 eV
Orbital gap: 8.4 eV
Spin multiplicity: 1
Strongest force on any atom: 0.0854 Eh/bohr
ΔE to the lowest compared entry with this formula, charge and spin: 112.36 kcal per mole
SMILES: CC1(C)CCCC(C)(C)N1O.CC1(C)CCCC(C)(C)N1O.CC1(C)CCCC(C)(C)N1O.CC1(C)CCCC(C)(C)N1O.CC1(C)CCCC(C)(C)N1O.NC(N)=O.CCO.CCO.CCO.CCO

Geometry as XYZ:
```
194
Properties=species:S:1:pos:R:3:lowdin_charge:R:1
C 0.083 4.290 0.736 -0.024
C 1.439 4.878 1.277 -0.482
C 2.025 6.000 0.375 -0.007
C 1.087 5.586 2.581 -0.148
C 2.293 6.058 3.415 -0.230
C 3.129 4.883 3.741 -0.147
C 3.547 4.043 2.455 -0.442
C 4.803 4.692 1.860 -0.030
C 4.039 2.692 3.075 -0.035
N 2.394 3.824 1.549 -0.103
O 2.581 2.864 0.533 -0.010
H 0.194 4.047 -0.321 0.069
H -0.400 3.468 1.263 0.075
H -0.699 5.049 0.757 0.076
H 2.797 5.550 -0.250 0.073
H 1.265 6.476 -0.244 0.086
H 2.631 6.699 0.952 0.063
H 0.525 6.510 2.445 0.123
H 0.609 4.905 3.285 0.123
H 2.887 6.862 2.982 0.103
H 1.910 6.541 4.314 0.115
H 2.726 4.391 4.626 0.120
H 3.968 5.495 4.071 0.112
H 5.107 4.111 0.990 0.078
H 5.588 4.809 2.608 0.088
H 4.590 5.672 1.431 0.073
H 5.003 2.769 3.579 0.085
H 4.105 1.984 2.249 0.067
H 3.281 2.254 3.724 0.073
H 1.845 2.302 0.783 0.084
C 0.731 -8.299 -0.216 -0.023
C 0.779 -6.727 -0.407 -0.451
C 2.098 -6.307 -1.166 -0.030
C -0.368 -6.247 -1.333 -0.141
C -1.658 -6.090 -0.616 -0.216
C -1.707 -5.494 0.733 -0.156
C -0.528 -5.878 1.682 -0.439
C -0.372 -4.654 2.620 -0.036
C -0.912 -7.193 2.448 -0.019
N 0.725 -5.922 0.840 -0.080
O 1.856 -6.054 1.702 -0.037
H 1.105 -8.862 -1.071 0.074
H 1.404 -8.505 0.615 0.080
H -0.270 -8.700 -0.056 0.061
H 2.310 -6.838 -2.094 0.084
H 2.083 -5.232 -1.344 0.060
H 2.974 -6.349 -0.519 0.065
H -0.056 -5.357 -1.881 0.105
H -0.467 -7.080 -2.029 0.120
H -2.452 -5.546 -1.127 0.119
H -2.026 -7.110 -0.502 0.108
H -2.596 -5.978 1.139 0.115
H -1.947 -4.433 0.671 0.106
H 0.112 -3.813 2.123 0.073
H 0.013 -5.024 3.570 0.078
H -1.319 -4.211 2.927 0.070
H -1.730 -7.074 3.158 0.083
H -0.093 -7.600 3.040 0.076
H -1.082 -7.967 1.699 0.056
H 2.150 -5.174 1.949 0.057
C 2.352 -0.718 -0.373 -0.040
C 0.936 -0.892 -0.724 -0.480
C 0.789 -2.336 -1.202 -0.037
C 0.107 -0.715 0.580 -0.103
C -1.460 -0.510 0.398 -0.164
C -1.621 0.568 -0.611 -0.163
C -0.984 0.384 -2.037 -0.404
C -1.734 -0.740 -2.814 -0.010
C -1.130 1.818 -2.724 -0.016
N 0.482 0.107 -1.805 -0.053
O 1.256 -0.071 -3.019 -0.028
H 2.401 0.299 0.016 0.068
H 2.804 -1.455 0.291 0.087
H 3.044 -0.509 -1.189 0.087
H -0.221 -2.737 -1.281 0.064
H 1.284 -2.583 -2.141 0.077
H 1.172 -3.012 -0.438 0.072
H 0.317 -1.589 1.197 0.095
H 0.471 0.054 1.261 0.098
H -1.878 -1.486 0.151 0.104
H -2.028 -0.143 1.253 0.105
H -1.460 1.576 -0.228 0.110
H -2.671 0.321 -0.770 0.105
H -2.802 -0.569 -2.953 0.076
H -1.656 -1.695 -2.295 0.067
H -1.543 -0.786 -3.886 0.071
H -0.939 1.797 -3.797 0.059
H -0.592 2.695 -2.366 0.077
H -2.152 2.188 -2.805 0.040
H 0.831 -0.822 -3.439 0.052
C 2.301 -2.328 6.979 -0.036
C 0.772 -2.219 6.936 -0.528
C 0.238 -3.628 7.023 -0.035
C 0.397 -1.303 8.137 -0.132
C -1.063 -0.841 8.255 -0.165
C -1.234 -0.019 6.996 -0.140
C -0.944 -0.801 5.632 -0.465
C -2.137 -1.792 5.439 -0.010
C -0.829 0.188 4.551 -0.061
N 0.419 -1.436 5.739 -0.107
O 0.840 -1.981 4.506 -0.017
H 2.783 -2.966 6.238 0.085
H 2.641 -1.295 7.047 0.088
H 2.502 -2.914 7.876 0.081
H 0.606 -4.294 7.804 0.085
H -0.832 -3.736 7.198 0.067
H 0.544 -4.081 6.080 0.083
H 0.647 -2.041 8.899 0.114
H 1.060 -0.445 8.248 0.118
H -1.685 -1.728 8.381 0.102
H -1.343 -0.299 9.159 0.110
H -0.685 0.917 7.103 0.116
H -2.183 0.463 6.759 0.105
H -2.083 -2.385 4.527 0.069
H -3.111 -1.304 5.478 0.081
H -2.232 -2.533 6.233 0.056
H 0.000 0.871 4.731 0.094
H -1.669 0.871 4.685 0.086
H -0.863 -0.021 3.481 0.069
H 1.346 -1.251 4.143 0.095
C -5.963 6.120 -1.402 0.000
C -5.074 5.286 -2.387 -0.508
C -4.117 6.216 -3.071 -0.058
C -4.140 4.451 -1.495 -0.151
C -4.690 3.187 -0.856 -0.189
C -5.328 2.310 -1.903 -0.110
C -6.276 3.178 -2.874 -0.514
C -6.575 2.273 -4.081 -0.028
C -7.539 3.365 -2.073 -0.028
N -5.711 4.405 -3.337 -0.115
O -6.532 5.126 -4.217 0.021
H -5.711 5.861 -0.373 0.084
H -5.750 7.189 -1.412 0.085
H -6.985 5.863 -1.678 0.062
H -3.689 6.913 -2.351 0.089
H -3.379 5.815 -3.766 0.091
H -4.502 7.021 -3.697 0.082
H -3.220 4.188 -2.017 0.104
H -3.704 5.109 -0.744 0.118
H -4.007 2.575 -0.266 0.101
H -5.361 3.478 -0.049 0.105
H -5.866 1.538 -1.352 0.121
H -4.559 1.805 -2.488 0.101
H -5.701 2.122 -4.715 0.046
H -7.331 2.782 -4.678 0.085
H -6.942 1.290 -3.787 0.090
H -7.201 3.905 -1.189 0.068
H -7.922 2.350 -1.964 0.100
H -8.158 4.155 -2.498 0.083
H -7.068 5.618 -3.591 0.075
N -3.508 1.237 -7.531 0.181
C -2.701 1.770 -6.677 -0.711
N -3.269 2.430 -5.646 0.191
O -1.498 1.554 -6.729 0.017
H -4.514 1.330 -7.528 0.118
H -3.095 0.433 -7.982 0.128
H -4.259 2.623 -5.604 0.072
H -2.633 2.728 -4.920 0.089
C 5.379 1.626 -2.402 -0.070
C 4.046 2.388 -2.506 -0.304
O 4.210 3.642 -1.853 -0.083
H 5.346 1.284 -1.368 0.069
H 6.293 2.121 -2.729 0.077
H 5.403 0.736 -3.031 0.042
H 3.124 1.852 -2.279 0.093
H 3.854 2.446 -3.578 0.103
H 4.187 3.499 -0.904 0.030
C 1.660 0.632 -7.044 -0.077
C 0.804 -0.636 -7.371 -0.275
O 0.005 -0.766 -6.178 -0.123
H 1.081 1.555 -7.027 0.063
H 2.415 0.801 -7.812 0.065
H 2.123 0.413 -6.082 0.053
H 1.392 -1.493 -7.699 0.097
H 0.165 -0.306 -8.190 0.093
H -0.490 0.055 -6.231 0.010
C 3.022 -2.653 -5.045 -0.059
C 4.141 -1.645 -5.034 -0.338
O 5.108 -1.970 -4.065 -0.071
H 2.537 -2.634 -6.021 0.060
H 2.231 -2.470 -4.318 0.050
H 3.336 -3.681 -4.865 0.082
H 3.874 -0.604 -4.850 0.096
H 4.567 -1.620 -6.036 0.109
H 5.692 -1.224 -4.219 0.065
C 6.164 -3.812 1.890 -0.082
C 4.662 -3.635 1.697 -0.282
O 3.978 -4.316 2.777 -0.109
H 6.820 -3.313 1.176 0.073
H 6.440 -4.867 1.917 0.074
H 6.361 -3.268 2.813 0.078
H 4.124 -4.027 0.834 0.105
H 4.525 -2.559 1.803 0.102
H 4.220 -5.243 2.845 0.079
```